Below is a structure of composition C19H13I2N5O3ReS, with properties calculated with ωB97M-V/def2-TZVPD.

Geometry as XYZ:
```
44
Properties=species:S:1:pos:R:3:lowdin_charge:R:1
Re -0.204 -0.299 -0.399 1.792
N -6.042 -0.734 1.193 0.161
C -4.965 -1.291 0.610 -0.290
C -4.719 -1.109 -0.768 0.000
C -3.641 -1.704 -1.370 -0.048
C -2.758 -2.481 -0.602 -0.371
C -2.989 -2.676 0.768 -0.069
C -4.064 -2.075 1.369 -0.011
S -1.458 -3.296 -1.369 0.669
O -1.543 -3.210 -2.784 -0.228
O -1.033 -4.448 -0.660 -0.225
N -0.177 -2.098 -0.980 -0.224
C 1.162 -2.117 -1.449 -0.437
N 1.793 -3.048 -2.093 0.212
C 3.057 -2.733 -2.412 -0.003
C 3.653 -1.511 -2.089 0.023
C 2.912 -0.584 -1.388 -0.029
N 1.649 -0.906 -1.056 -0.063
H -6.735 -0.256 0.643 0.121
H -6.282 -0.944 2.146 0.119
H -5.411 -0.523 -1.360 0.127
H -3.479 -1.595 -2.434 0.127
H -2.343 -3.332 1.339 0.124
H -4.260 -2.242 2.421 0.123
H 3.611 -3.488 -2.956 0.143
H 4.670 -1.295 -2.380 0.133
H 3.286 0.384 -1.084 0.142
I -2.741 4.168 -1.053 1.078
C -2.332 3.060 0.630 -0.647
C -2.794 3.488 1.906 -0.178
C -2.559 2.776 3.051 -0.652
I -3.278 3.489 4.858 1.062
C -1.818 1.552 2.986 -0.184
C -1.486 0.718 4.061 0.034
C -0.747 -0.436 3.863 0.005
C -0.322 -0.771 2.590 -0.064
N -0.624 0.002 1.535 -0.087
C -1.369 1.152 1.716 -0.156
C -1.614 1.899 0.561 -0.379
O -1.118 1.345 -0.605 -0.298
H -3.352 4.412 1.957 0.094
H -1.807 0.989 5.060 0.089
H -0.484 -1.078 4.691 0.132
H 0.267 -1.656 2.392 0.133
```

Calculated values
Kohn-Sham gap (spin up / spin down), eV: 4.952 / 5.249
Multiplicity: 2
Largest force on an atom, eV/Å: 0.717
Net charge: +2
DFT total energy, eV: -62656.02564